[1]
54
Properties=species:S:1:pos:R:3:forces:R:3 method="wB97M-V/def2-TZVPD" homo_ev="-11.0 / -11.0" homo_lumo_gap_ev="6.630 / 6.631" lumo_ev="-4.38 / -4.37" charge=+1
Mo 0.123283 -0.104239 0.176127 -0.502 0.124 0.025
C 5.085813 -2.350484 0.395360 -0.013 -0.033 -0.049
S 4.544588 -0.903031 -0.528514 0.006 0.044 0.038
C 3.090868 -0.524669 0.295104 -0.140 -0.035 0.109
S 2.231069 0.929856 -0.305207 0.009 -0.048 -0.067
N 2.656231 -1.224211 1.306432 0.350 -0.051 -0.111
N 1.459271 -0.684395 1.689162 -0.288 -0.034 -0.099
C 1.135315 -0.450251 2.902290 -0.138 -0.067 0.088
C 0.152525 0.627874 3.079947 0.036 0.040 0.147
C -0.261037 1.043766 4.327328 -0.060 0.039 0.080
C -0.965237 2.238635 4.428161 -0.007 -0.002 0.045
C -1.204811 2.976120 3.286134 -0.039 0.047 0.071
C -0.782428 2.472869 2.064375 0.033 -0.074 -0.168
N -0.136866 1.317761 1.953868 -0.010 0.141 0.060
H 6.012284 -2.672819 -0.075147 -0.005 -0.003 0.003
H 4.336224 -3.134587 0.322791 0.020 -0.010 0.016
H 5.264453 -2.093419 1.435386 0.000 -0.001 0.009
H 1.645788 -0.880496 3.757215 0.220 0.029 -0.100
H -0.016465 0.458871 5.203524 0.001 0.007 -0.005
H -1.295381 2.597241 5.394201 0.004 -0.013 -0.008
H -1.712798 3.929280 3.325219 0.004 -0.007 -0.004
H -0.966512 3.010672 1.143452 -0.002 -0.007 -0.010
C -4.616617 1.044500 3.034757 -0.004 0.009 0.003
O -3.579428 0.716852 2.118815 -0.024 0.040 -0.033
C -3.558979 1.393314 0.947437 0.020 -0.164 0.192
C -4.405184 2.425480 0.597968 -0.042 0.096 -0.103
C -4.278672 3.050669 -0.649254 -0.063 -0.011 0.117
C -3.315017 2.649680 -1.538234 0.037 0.008 -0.137
C -2.422051 1.624058 -1.192344 0.072 0.010 0.003
C -1.463681 1.126587 -2.153021 -0.125 0.106 -0.189
N -0.441357 0.433839 -1.808730 0.200 -0.109 0.366
N 0.260651 -0.211005 -2.801364 0.050 -0.008 -0.190
C 0.850493 -1.246142 -2.296513 -0.094 0.035 0.212
O 0.693910 -1.567112 -1.009060 0.131 -0.045 -0.204
C 1.721405 -2.103055 -3.108980 0.009 -0.052 0.023
C 2.098162 -1.705576 -4.389429 0.016 0.006 -0.051
C 2.952361 -2.501996 -5.132785 -0.011 0.008 0.018
C 3.428136 -3.695727 -4.604068 -0.025 0.004 0.024
C 3.047252 -4.095619 -3.329771 0.004 0.003 -0.013
C 2.197469 -3.299464 -2.579029 0.003 -0.026 0.017
C -2.553470 0.993413 0.048938 -0.036 0.011 -0.011
O -1.742510 -0.022026 0.396295 0.358 -0.003 -0.142
H -4.491553 0.377512 3.881545 0.009 -0.009 0.006
H -4.532948 2.081616 3.369079 0.009 0.002 0.009
H -5.599567 0.884252 2.588550 -0.003 -0.012 -0.006
H -5.178123 2.750770 1.279125 0.006 0.005 -0.013
H -4.957814 3.850247 -0.910468 -0.001 -0.003 0.009
H -3.229730 3.118893 -2.510042 0.002 -0.005 0.018
H -1.648203 1.257650 -3.216680 0.004 0.013 0.019
H 1.723737 -0.771885 -4.786353 0.009 -0.008 -0.004
H 3.249526 -2.192479 -6.125676 0.000 0.000 0.002
H 4.093922 -4.317057 -5.188605 -0.002 0.001 0.002
H 3.409844 -5.030944 -2.923854 0.001 0.008 -0.002
H 1.891856 -3.599592 -1.585457 0.013 0.005 -0.009

[2]
37
Properties=species:S:1:pos:R:3:forces:R:3 method="wB97M-V/def2-TZVPD" homo_ev=-5.7 homo_lumo_gap_ev=8.790 lumo_ev=3.12 charge=-1
Br 8.139000 31.494000 0.822000 0.010 -0.260 0.361
C 9.261000 29.154000 4.340000 -0.009 -1.709 -1.591
C 9.460000 30.574000 4.804000 1.707 1.608 2.076
O 10.391000 30.807000 5.639000 -2.831 -0.276 -2.355
N 8.561000 31.544000 4.331000 1.432 -4.357 0.238
C 8.628000 32.893000 4.550000 1.084 3.231 4.141
H 10.199000 28.642000 3.917000 -1.295 1.313 0.248
H 8.344000 28.844000 3.766000 0.997 1.197 -0.390
H 9.051000 28.507000 5.152000 0.193 -0.180 1.721
H 8.165000 31.253000 3.439000 -0.151 0.264 -0.008
H 7.984000 33.419000 5.328000 0.376 -1.629 0.276
H 8.190000 33.360000 3.798000 -1.598 1.892 -4.219
H 9.571000 33.459000 4.716000 0.124 -1.300 -0.272
C 11.497000 32.918000 2.175000 -3.257 -0.779 -3.039
C 12.129000 31.617000 1.808000 3.189 3.179 0.955
O 13.314000 31.469000 2.007000 2.504 -0.433 0.544
N 11.423000 30.736000 1.245000 -5.667 -4.359 -3.599
C 11.717000 29.358000 0.764000 -0.813 0.111 0.253
H 12.040000 33.550000 2.725000 2.384 1.295 3.313
H 10.525000 32.606000 2.571000 -0.100 1.043 0.106
H 11.391000 33.691000 1.346000 -0.579 -1.689 -0.019
H 10.411000 30.913000 1.090000 0.691 0.415 0.301
H 11.071000 28.656000 1.382000 1.817 0.415 0.077
H 12.795000 29.283000 0.621000 -0.067 -0.708 0.959
H 11.305000 29.025000 -0.220000 0.002 1.548 0.146
C 4.758000 33.267000 -0.164000 0.697 -2.779 -2.071
C 5.723000 34.170000 -0.879000 -2.987 2.366 -0.072
O 5.274000 35.256000 -1.265000 0.062 -0.078 -0.692
N 6.964000 33.836000 -1.031000 1.987 1.319 -3.475
C 7.937000 34.588000 -1.847000 1.631 0.863 5.103
H 3.793000 33.577000 -0.529000 -0.438 0.561 0.756
H 4.992000 33.378000 0.897000 -0.607 -0.741 -0.021
H 4.806000 32.164000 -0.675000 0.453 2.276 2.013
H 7.386000 33.407000 -0.300000 1.404 -2.626 2.464
H 8.922000 34.033000 -1.702000 -1.071 1.018 0.230
H 8.000000 35.703000 -1.529000 0.066 -1.846 -0.481
H 7.810000 34.537000 -2.833000 -1.340 -0.165 -3.977

[3]
21
Properties=species:S:1:pos:R:3:forces:R:3 method="wB97M-V/def2-TZVPD" homo_ev=-14.0 homo_lumo_gap_ev=9.313 lumo_ev=-4.72 charge=+1
C 1.077212 -1.870324 0.916076 1.693 -1.440 -2.934
C 1.240912 -1.855247 -0.536796 -1.605 1.238 3.599
C 0.252738 -0.826845 1.138080 1.103 -0.079 2.251
C 1.742227 -2.900626 -1.315984 -0.833 0.869 -0.883
C 1.156573 -1.319745 -3.130652 0.471 -0.182 -0.795
C 0.980917 -0.263833 -3.887605 1.594 -3.686 -1.101
C -0.063580 -0.314112 2.479462 -0.640 2.647 -1.144
C -0.977671 0.974850 -0.287745 2.354 -0.276 -0.151
N 0.491856 -0.887942 -1.031955 0.602 0.096 -1.574
N -0.058884 -0.231962 -0.022194 -0.421 1.277 -0.770
O 2.020801 -3.981566 -1.152703 1.333 -2.506 0.248
O 1.544146 -2.484327 -2.865931 -0.998 2.125 -0.219
H 1.640894 -2.563273 1.542563 -0.615 0.490 0.143
H 1.317440 -0.376716 -4.953255 -0.215 -0.001 1.127
H 0.615663 0.621597 -3.574210 -1.302 2.562 1.027
H 0.602613 -0.464930 3.292920 1.420 -0.020 0.002
H -0.296191 0.767733 2.335573 0.265 -0.605 0.689
H -0.913247 -0.751415 2.866654 -2.354 -0.951 0.510
H -1.075579 0.864402 -1.369924 -0.793 0.425 0.322
H -1.821279 0.808400 0.332137 -1.147 -0.148 -0.029
H -0.572546 2.015568 -0.024690 0.086 -1.836 -0.317

[4]
14
Properties=species:S:1:pos:R:3:forces:R:3 method="wB97M-V/def2-TZVPD" homo_ev="-7.8 / -8.3" homo_lumo_gap_ev="8.313 / 8.509" lumo_ev="0.48 / 0.19" charge=0
C 0.734773 -1.183542 0.039837 3.657 2.856 -0.481
C 0.027282 0.001746 0.543304 -0.274 1.671 1.771
C 1.228537 2.174055 1.340685 2.123 -2.569 2.042
C -1.620808 -1.044656 -1.586269 2.098 0.105 -0.343
P -0.073431 -0.091071 -1.203034 -0.030 -0.104 -1.025
H 1.909611 -1.146799 -0.009735 -2.359 -0.099 0.196
H 0.378720 -2.080025 0.344154 -1.129 -2.897 0.639
H -0.718961 0.167135 1.362495 0.904 -0.565 -0.962
H 2.319908 2.266851 1.270511 -0.538 -0.110 -0.574
H 0.972632 1.870877 2.353754 -0.592 0.404 -0.354
H 0.610048 2.607919 0.661161 -1.670 1.331 -1.448
H -1.379118 -1.697455 -2.421957 -0.015 -0.646 0.417
H -2.328435 -0.414571 -1.974611 -1.760 2.000 -1.047
H -2.060760 -1.430464 -0.720295 -0.414 -1.375 1.167

[5]
10
Properties=species:S:1:pos:R:3:forces:R:3 method="wB97M-V/def2-TZVPD" homo_ev="-9.8 / -9.8" homo_lumo_gap_ev="8.894 / 8.893" lumo_ev="-0.89 / -0.89" charge=0
C 0.021076 0.660780 -0.022853 -0.750 -1.140 0.409
C 0.505077 -0.813970 -0.008838 1.235 1.760 2.179
N 1.918234 -1.128249 -0.002979 2.619 5.358 0.269
O 4.205699 -0.095493 -0.069513 -0.146 1.011 0.221
S 2.808627 0.301617 0.063898 -1.037 -5.702 -0.448
H -1.077060 0.626086 -0.123554 0.433 0.171 -0.567
H 0.121474 1.089345 0.952233 0.521 0.482 0.679
H 0.519117 1.314812 -0.758065 -0.461 -0.476 0.117
H 0.190645 -1.277754 -0.831703 -1.614 -1.775 -3.684
H 0.140049 -1.463081 0.768528 -0.801 0.311 0.826

[6]
101
Properties=species:S:1:pos:R:3:forces:R:3 method="wB97M-V/def2-TZVPD" homo_ev=-15.5 homo_lumo_gap_ev=7.755 lumo_ev=-7.78 charge=+3
Hf 1.177388 0.138147 -0.534219 0.431 -0.194 0.556
C 2.300213 2.120870 -2.907476 0.028 -0.017 -0.006
C 0.821228 2.400223 -2.791008 -0.047 -0.021 0.020
N 0.414621 2.205262 -1.369788 0.050 0.054 -0.057
C 0.846198 3.327392 -0.484588 -0.013 -0.018 -0.033
C 2.116187 3.050813 0.278658 0.053 -0.029 -0.018
C 2.836999 4.059730 0.887598 0.017 0.026 0.010
C 3.982520 3.725769 1.597252 0.001 0.037 0.007
C 4.391992 2.401215 1.668984 0.034 0.022 -0.030
C 3.631473 1.444596 1.027281 -0.030 -0.033 0.052
C 3.961593 -0.027316 1.044824 0.011 0.127 -0.022
N 3.303860 -0.724070 -0.084340 -0.044 0.091 -0.010
C 4.136256 -0.769328 -1.325369 -0.010 0.022 -0.018
C 3.986190 0.506254 -2.124862 -0.024 0.005 -0.021
N 2.549958 0.759554 -2.384492 -0.033 -0.007 0.046
N 2.513419 1.772932 0.364029 -0.129 -0.146 -0.164
H 2.885231 2.829062 -2.317141 -0.003 0.002 0.009
H 2.626523 2.212734 -3.943789 0.003 0.003 -0.005
H 0.260573 1.687629 -3.400856 0.006 0.004 0.012
H 0.575697 3.407339 -3.131743 0.004 0.008 -0.008
H -0.602208 2.185775 -1.330493 -0.013 0.019 -0.003
H 0.057737 3.517296 0.240938 -0.009 -0.001 0.018
H 0.964491 4.235738 -1.078300 0.003 0.015 -0.006
H 2.516332 5.089784 0.802897 0.004 -0.009 0.000
H 4.565254 4.500942 2.078476 -0.006 -0.011 -0.002
H 5.295164 2.122575 2.195717 -0.007 0.001 -0.003
H 3.605598 -0.472060 1.976725 -0.008 0.014 0.021
H 5.044880 -0.154857 1.014448 0.004 -0.113 0.007
H 3.124130 -1.684982 0.198920 0.012 -0.033 -0.018
H 3.794607 -1.620127 -1.908274 0.033 0.024 0.016
H 5.183993 -0.930676 -1.068475 0.007 -0.045 0.008
H 4.547565 0.425679 -3.057377 0.000 -0.009 -0.014
H 4.383666 1.364753 -1.581557 0.009 0.007 0.010
H 2.237424 0.099050 -3.105042 0.005 0.008 -0.002
O -0.148338 1.050625 0.943288 0.053 -0.033 -0.112
P -0.997122 0.930865 2.223471 -0.102 -0.029 -0.014
C -0.999474 -0.816942 2.760389 -0.026 0.001 -0.025
P -0.637882 -1.853217 1.320573 -0.159 0.026 0.030
O 0.766212 -1.393681 0.881981 -0.003 -0.060 -0.502
C -0.719600 -3.574797 1.686537 0.119 0.038 0.118
C -1.142701 -4.052722 2.926573 0.021 -0.008 0.026
C -1.212469 -5.420737 3.139658 0.008 -0.020 -0.010
C -0.855248 -6.297574 2.124112 -0.006 0.013 0.007
C -0.426947 -5.819170 0.889313 0.003 -0.001 0.004
C -0.359468 -4.456983 0.662313 -0.032 -0.012 -0.014
C -1.959507 -1.460512 0.153941 -0.023 0.021 0.013
C -3.206511 -1.973902 0.520300 0.007 -0.003 0.008
C -4.360439 -1.580520 -0.140591 -0.022 0.005 -0.004
C -4.288225 -0.664307 -1.178400 -0.010 -0.008 0.003
C -3.052267 -0.175764 -1.584019 -0.007 -0.062 -0.042
C -1.902368 -0.575355 -0.926672 0.016 -0.118 -0.027
C -2.671633 1.458685 1.925961 0.012 0.001 -0.036
C -2.842989 2.621818 1.168406 -0.014 0.009 -0.029
C -4.108922 3.135022 0.951291 -0.013 -0.006 0.004
C -5.216606 2.497540 1.500280 0.020 0.000 -0.002
C -5.054253 1.350592 2.263099 -0.006 0.009 -0.004
C -3.786326 0.828812 2.476667 -0.013 -0.002 0.041
C -0.275091 1.915277 3.511058 -0.020 0.002 0.030
C -1.069035 2.713877 4.333181 -0.003 0.028 -0.007
C -0.479336 3.438578 5.360063 0.008 0.004 0.007
C 0.889994 3.363489 5.566251 -0.008 -0.003 -0.007
C 1.684711 2.564536 4.747664 -0.012 -0.001 0.000
C 1.105336 1.840593 3.722305 0.027 0.006 0.038
H -1.952386 -1.067348 3.226460 0.019 -0.001 -0.007
H -0.208054 -0.962173 3.499797 0.022 0.006 -0.009
H -1.413439 -3.375607 3.727915 0.004 -0.002 -0.011
H -1.540460 -5.801883 4.097102 0.004 0.002 -0.009
H -0.908708 -7.364651 2.294927 -0.003 0.008 0.000
H -0.149209 -6.511616 0.106280 -0.001 0.005 0.007
H -0.031084 -4.082683 -0.301919 -0.005 0.001 0.007
H -3.283387 -2.693767 1.328465 0.019 0.007 -0.003
H -5.314635 -1.996162 0.155219 0.007 0.006 -0.008
H -5.187630 -0.355108 -1.694524 0.008 -0.002 0.001
H -2.980981 0.477250 -2.444863 -0.002 0.002 0.014
H -0.975950 -0.244427 -1.397577 -0.096 -0.107 0.051
H -1.983985 3.143255 0.762092 0.000 -0.014 0.006
H -4.235703 4.037794 0.368897 -0.002 -0.005 0.006
H -6.206269 2.905034 1.341225 0.005 -0.007 0.002
H -5.914593 0.863149 2.701798 0.003 0.004 -0.006
H -3.692609 -0.059189 3.088498 0.009 0.020 -0.013
H -2.138780 2.777387 4.176674 0.015 -0.009 -0.007
H -1.091481 4.059693 5.999905 0.006 -0.008 -0.006
H 1.343003 3.925006 6.372715 -0.001 -0.005 -0.009
H 2.750689 2.503452 4.924221 -0.006 -0.001 -0.003
H 1.721995 1.209709 3.090599 -0.002 -0.007 -0.004
Br 1.092618 0.409019 -5.773249 -0.016 -0.013 -0.010
C -0.237409 -0.943618 -5.517571 0.077 -0.075 0.006
C -0.666566 -1.634782 -6.638119 0.005 0.007 0.004
C -1.589391 -2.646258 -6.433056 0.001 0.000 -0.020
C -2.016034 -2.917307 -5.140613 -0.004 -0.007 0.020
C -1.512166 -2.153732 -4.105327 -0.037 0.066 -0.038
N -0.632091 -1.158576 -4.282033 -0.034 0.087 0.026
H -0.289773 -1.392452 -7.620772 -0.006 -0.005 0.004
H -1.961752 -3.219598 -7.271595 0.005 0.007 0.002
H -2.723943 -3.709091 -4.939858 0.006 0.005 -0.001
H -1.818753 -2.341882 -3.082790 0.004 0.000 -0.002
F 2.626283 -3.582026 -1.938903 -0.034 -0.075 -0.043
B 1.983268 -3.270437 -3.059467 -0.026 0.117 0.140
F 1.038457 -1.381987 -1.772268 -0.138 0.437 0.136
F 0.876408 -3.895165 -3.375506 0.052 0.019 -0.004
F 2.514251 -2.351049 -3.849331 -0.014 -0.067 -0.064

[7]
22
Properties=species:S:1:pos:R:3:forces:R:3 method="wB97M-V/def2-TZVPD" homo_ev=-9.3 smiles="N#Cc1ccccn1.N=C=S.CO" homo_lumo_gap_ev=9.322 lumo_ev=0.05 charge=0
N -1.040141 0.244740 -1.638828 -0.349 -0.145 -0.215
C -0.007252 0.292760 -1.150031 -0.465 0.377 -0.531
C 1.287442 0.479189 -0.600432 0.279 0.871 1.125
C 1.434438 1.044997 0.683862 -0.720 -0.107 -1.448
C 2.672616 1.100887 1.209274 1.250 -1.279 -3.379
C 3.718082 0.689626 0.361840 1.583 -1.336 1.471
C 3.513079 0.270738 -0.940072 0.214 1.109 0.522
N 2.286181 0.164126 -1.387668 -0.297 -0.499 -1.472
H 0.633255 1.466394 1.232862 -1.014 -0.062 0.257
H 2.765395 1.417997 2.163819 0.845 0.921 2.865
H 4.711795 0.381427 0.748606 -0.483 1.163 0.026
H 4.362872 0.176201 -1.633301 -0.555 -0.496 0.353
N -1.240038 -1.100601 1.188312 3.179 -1.310 0.536
C -0.149316 -1.596199 1.064962 -2.376 0.202 0.404
S 1.237180 -2.360120 1.044174 -0.142 0.152 0.014
H -2.067404 -0.750629 0.779087 -0.847 0.687 -0.527
C -4.000649 -0.540362 -0.856899 -0.051 -1.233 2.437
O -3.656854 0.422927 0.134223 -2.076 1.316 1.867
H -3.103333 -0.609518 -1.371862 1.214 -0.044 -1.779
H -4.860742 -0.327326 -1.460321 -0.396 0.210 -0.225
H -4.052064 -1.517316 -0.320964 -0.726 0.280 -0.603
H -4.444549 0.650055 0.749367 1.931 -0.778 -1.699

[8]
17
Properties=species:S:1:pos:R:3:forces:R:3 method="wB97M-V/def2-TZVPD" homo_ev="-3.4 / -3.4" homo_lumo_gap_ev="7.015 / 4.066" lumo_ev="3.58 / 0.64" charge=-1 spin_multiplicity=2
C 1.571056 0.034807 -0.994827 1.588 2.141 -4.176
C 1.086331 -0.948465 -0.324341 1.992 -3.125 3.196
N -1.694099 -0.481032 0.038175 -0.272 2.259 1.357
H 0.908899 0.203260 -1.935712 1.868 0.350 1.335
H 2.668596 0.452848 -0.971390 -2.657 -0.258 0.646
H 0.362433 -1.571782 -0.798433 -0.809 0.046 0.312
H -0.919979 0.055063 0.439546 -0.522 -0.014 -0.456
H -1.665603 -0.598854 -0.930798 -0.051 0.109 -2.098
H -1.761464 -1.305006 0.526788 -0.202 -2.343 1.293
H 1.591963 -1.327786 0.640939 -1.011 0.653 -1.567
O -0.983437 -0.428454 -2.513316 0.857 0.658 1.275
H -0.081463 1.136764 1.599363 1.591 -1.009 1.798
H -1.392806 -0.715673 -3.303282 -1.005 -0.778 -1.551
O -0.616766 1.895417 1.275355 -2.559 3.949 -0.506
H 1.007563 0.826217 3.003779 -0.088 -0.554 -0.440
H -0.892266 2.554673 1.984059 0.855 -1.907 -1.279
O 0.811041 0.218003 2.264094 0.424 -0.177 0.862

One value per record, in order, for calculated total energy: -61288.75072; -90330.29813; -15506.29743; -13577.41619; -16525.67608; -156242.66594; -25792.76366; -9880.05581 eV.
One value per record, in order, for relative energy (zero: lowest compared OMol25 entry of this formula, charge and spin): 0.0000; 0.0749; 4.3436; 3.8836; 2.7053; 0.8729; 2.3051; 3.6464 eV.